a) C5H7NO2S | ωB97M-V/def2-TZVPD

```
! wB97M-V def2-TZVPD RIJCOSX def2/J DEFGRID3
* xyz 0 1
C -0.1361 3.1734 -0.0443
C -0.2381 0.3628 -1.3924
C 0.3657 -0.8952 0.6340
C 0.7097 -0.7468 -0.8928
C 0.3889 1.1973 -0.2640
N 0.2040 0.5753 0.9723
O -0.9039 3.0788 0.9800
O 0.2193 3.9018 -0.8769
S 2.0105 0.5944 -0.9030
H -0.1035 0.5431 -2.4287
H -1.3345 0.0107 -1.2409
H -0.5198 -1.4624 0.7522
H 0.9890 -1.5049 1.1654
H 0.8967 -1.7482 -1.2138
H -0.9085 2.3174 1.5107
H 0.9258 1.0070 1.5512
*
```

Let us look at the Mulliken charges, expressed in e, one per atom:
1. C 0.716
2. C -0.925
3. C -0.857
4. C -0.126
5. C 0.450
6. N -0.579
7. O -0.443
8. O -0.405
9. S -0.265
10. H 0.294
11. H 0.231
12. H 0.332
13. H 0.355
14. H 0.504
15. H 0.424
16. H 0.292

b) C5H7NO2S | ωB97M-V/def2-TZVPD

```
! wB97M-V def2-TZVPD RIJCOSX def2/J DEFGRID3
* xyz 0 1
C 0.6271 -2.6076 -0.0378
C 1.5349 -0.7029 0.9643
C -0.5781 -0.2978 0.3398
C 2.6658 0.9370 -0.2720
C -2.7521 0.5343 0.8746
N 1.5985 -1.8819 0.4197
O 2.1804 0.4255 1.0204
O -1.3701 0.6506 0.6636
S -0.9861 -1.8792 -0.1476
H 0.9179 -3.6167 -0.2989
H 1.8759 1.5444 -0.5647
H 2.7725 0.0532 -0.8742
H 3.6028 1.3359 0.0244
H -3.3640 1.1756 0.2132
H -3.0125 0.6499 1.8997
H -2.8903 -0.4762 0.5434
*
```

Let us look at the Mulliken charges, expressed in e, one per atom:
1. C -0.171
2. C 0.289
3. C 0.207
4. C -0.657
5. C -0.561
6. N -0.420
7. O -0.268
8. O -0.284
9. S -0.163
10. H 0.430
11. H 0.279
12. H 0.335
13. H 0.242
14. H 0.237
15. H 0.251
16. H 0.254

What is the stability order? It is a), b), from most stable to least stable.

a) C5H7NO2S | ωB97M-V/def2-TZVPD

```
! wB97M-V def2-TZVPD RIJCOSX def2/J DEFGRID3
* xyz 0 1
C -2.1345 -0.5948 -0.4135
C -0.1618 0.5541 0.1532
C 0.3543 -0.6547 -0.0825
C 0.5160 1.8242 0.5293
C 1.7619 -1.1074 0.0288
N -1.5737 0.6294 0.0090
O -2.2094 1.6703 0.2117
O -0.7842 -2.4905 -1.6887
S -0.9566 -1.9083 -0.3602
H -3.1982 -0.6881 -0.4714
H 0.3543 2.0308 1.5861
H 0.0796 2.6465 -0.0316
H 1.5829 1.7686 0.3395
H 2.0357 -1.2225 1.0782
H 2.4468 -0.3908 -0.4218
H 1.8870 -2.0667 -0.4664
*
```

Let us look at the Mulliken charges, expressed in e, one per atom:
1. C -0.295
2. C 0.039
3. C 0.619
4. C -1.219
5. C -1.294
6. N 0.635
7. O -0.660
8. O -0.583
9. S 0.315
10. H 0.442
11. H 0.282
12. H 0.362
13. H 0.333
14. H 0.273
15. H 0.364
16. H 0.387

b) C5H7NO2S | ωB97M-V/def2-TZVPD

```
! wB97M-V def2-TZVPD RIJCOSX def2/J DEFGRID3
* xyz 0 1
C 3.0715 0.5784 0.1045
C 2.0665 0.0721 -0.5332
S 0.4134 0.6267 0.0273
O 0.8233 1.4328 1.1625
O -0.3177 1.2772 -1.0420
C -0.6079 -0.8391 0.5260
C -2.2138 -0.6928 0.2374
C -2.7627 0.0529 -0.8510
N -2.7851 0.7107 0.2154
H 4.0567 0.2381 -0.1816
H 2.8392 1.1594 0.9469
H 2.2976 -0.5415 -1.3617
H -0.3008 -1.7329 0.1318
H -0.5179 -0.8636 1.6725
H -2.8093 -1.4123 0.6940
H -3.2530 -0.0661 -1.7488
*
```

Calculated values
SMILES   C=CS(=O)(=O)C[C@@H]1C=N1

Let us look at the Mulliken charges, expressed in e, one per atom:
1. C -0.545
2. C -0.458
3. S 1.241
4. O -0.677
5. O -0.614
6. C -0.903
7. C -0.109
8. C -0.138
9. N -0.431
10. H 0.250
11. H 0.368
12. H 0.358
13. H 0.509
14. H 0.329
15. H 0.467
16. H 0.353

What is the stability order? It is a), b), from most stable to least stable.